1.
This record from the Open Molecules 2025 dataset describes a molecular structure, H8O4Rb. The level of theory is wB97M-V/def2-TZVPD.

```
! wB97M-V def2-TZVPD RIJCOSX def2/J DEFGRID3
* xyz 1 1
Rb 0.206 1.018 0.680
O -1.524 -0.296 -1.393
H -0.824 -0.931 -1.175
H -1.447 -0.152 -2.345
O -1.431 0.304 2.917
H -1.180 -0.626 2.851
H -1.104 0.594 3.781
O 1.558 1.767 -1.777
H 2.501 1.919 -1.921
H 1.108 2.430 -2.318
O 0.645 -1.615 0.234
H 1.417 -2.088 -0.113
H 0.075 -2.323 0.578
*
```

Results
HOMO-LUMO gap = 11.73 eV
Relative energy (zero: lowest compared OMol25 entry of this formula, charge and spin) = 26.1 kJ/mol
Highest occupied orbital energy = -15.18 eV
Max |F| = 0.77 eV/A

***

2.
This record from the Open Molecules 2025 dataset describes 2 unconnected molecules or ions with the total composition H9N3Si2. The level of theory is wB97M-V/def2-TZVPD.

```
! wB97M-V def2-TZVPD RIJCOSX def2/J DEFGRID3
* xyz 0 1
N -3.849 -0.141 0.259
N -1.531 -1.364 0.226
N -1.470 1.608 -0.234
Si 3.105 0.587 -0.046
Si -2.200 0.229 0.035
H -4.486 0.632 0.339
H -4.437 -0.919 0.095
H -2.106 -2.070 -0.206
H -0.551 -1.518 -0.059
H -0.737 1.884 -0.866
H 2.633 1.787 -0.946
H 4.434 0.136 -0.498
H 3.385 0.963 1.256
H 1.935 -0.154 0.014
*
```

Results
HOMO-LUMO gap = 9.30 eV
Relative energy (zero: lowest compared OMol25 entry of this formula, charge and spin) = 261.2 kJ/mol
Highest occupied orbital energy = -8.96 eV
Max |F| = 3.35 eV/A

***

Number 1: E -8970.92752 eV. Number 2: E -20371.14641 eV.